(1)
Formula: C7H7N2
Source: OMol25
Level of theory: wB97M-V/def2-TZVPD

Output
- Strongest force on any atom: 0.089 Eh/bohr
- Charge: +1
- Relative energy (zero: lowest compared OMol25 entry of this formula, charge and spin): 26.9 kcal/mol
- E_HOMO (spin up / spin down): -13.59 / -13.59 eV
- SMILES: CC1=C2C=C[NH+]=C2N=C1
- Frontier orbital gap (spin up / spin down): 7.1 / 7.1 eV

Structure (XYZ):
```
16
Properties=species:S:1:pos:R:3:forces:R:3
C 0.2776 2.4565 -0.4684 0.6 0.4 -1.4
C 0.1131 0.9674 -0.5600 -0.8 -0.1 2.1
C 0.3916 -0.1057 0.2494 -2.0 -0.9 -1.9
C 0.9736 -0.7745 1.4124 -0.5 -0.8 -1.9
C 0.6118 -2.0785 1.3463 0.3 -0.2 2.3
N -0.4587 -2.2791 0.3771 1.9 1.0 0.2
C -0.4978 -1.2179 -0.3501 1.3 1.7 0.5
N -1.2204 -0.8167 -1.4372 -1.6 -0.4 -0.5
C -1.0132 0.4385 -1.5063 3.1 -2.5 2.3
H 0.8757 2.8635 0.3365 0.8 -0.5 -0.1
H -0.6585 2.9477 -0.2170 -0.7 -0.3 -0.4
H 0.5798 2.8869 -1.4960 -0.3 -0.6 1.6
H 1.6134 -0.2416 2.0341 1.2 0.1 1.3
H 0.9323 -2.9492 2.0017 -0.7 1.4 -1.0
H -0.9771 -3.1253 0.3821 -0.7 -0.7 -0.6
H -1.5433 1.0281 -2.1045 -2.1 2.5 -2.7
```
Positions in Å, forces in eV/Å.

Atom charges from the Löwdin analysis, given in e for atoms 1 to 5: -0.02 -0.08 -0.04 0.03 0.00

(2)
Formula: C18H32Al2BBeCl2CsF12Li2N2O17P2S3
Source: OMol25
Level of theory: wB97M-V/def2-TZVPD

Output
- Strongest force on any atom: 0.323 Eh/bohr
- Charge: 0
- E_HOMO: -7.03 eV
- Frontier orbital gap: 1.1 eV

Structure (XYZ):
```
95
Properties=species:S:1:pos:R:3:forces:R:3
C 6.0646 3.2207 2.6511 0.5 -0.9 0.1
C 6.0639 2.1635 1.5482 -0.1 1.4 0.4
C 6.9398 2.6979 0.4077 -0.7 0.2 0.0
O 6.6275 2.2399 -0.8882 0.2 -0.1 0.6
C 5.8628 3.0423 -1.6679 0.1 -0.1 0.6
O 6.2425 3.6237 -2.6084 0.6 0.9 -1.1
C 4.4359 2.9588 -1.2462 -0.9 0.5 -0.6
S 3.2878 3.8431 -2.3366 0.2 -0.2 -0.5
C 1.7159 3.2727 -1.6420 0.0 0.1 0.2
C 1.4442 4.0098 -0.3495 0.0 0.7 -0.9
N 0.2575 3.4903 0.3912 0.6 0.1 1.4
C 0.2471 1.9795 0.6376 -0.4 1.1 0.6
C -1.0938 1.6503 1.2636 0.0 0.2 -0.1
B -1.4512 0.1103 1.1374 -0.6 0.0 0.6
O -2.6916 -0.2299 0.7616 0.4 0.2 -0.8
O -0.5000 -0.8780 1.4383 0.7 0.6 0.0
P 1.7780 1.5935 1.6992 0.7 -0.5 -2.0
P 1.3559 0.3793 3.4835 -4.9 0.2 2.0
O 0.0851 0.6123 4.1353 -0.7 -0.1 -0.1
O 1.6030 -1.2544 3.1858 -0.9 1.8 0.0
O 2.5669 0.8325 4.6588 -6.4 3.9 4.7
C 0.4387 1.3626 -0.7078 1.1 -0.2 -1.2
C -0.7278 1.5841 -1.7117 -3.1 -1.0 -2.1
O -1.3459 2.6350 -1.8508 1.1 1.2 2.1
O -0.9935 0.5617 -2.4195 1.9 -0.7 1.5
N 1.7063 1.8286 -1.3954 0.2 -0.8 1.1
O 6.5773 0.9667 2.1484 0.1 -0.1 -0.5
C 6.4933 -0.1228 1.3447 -0.1 -0.6 -0.8
O 5.7100 -0.2038 0.4303 -0.3 0.2 0.2
C 7.4272 -1.2191 1.7341 0.1 0.6 1.3
S 9.0536 -0.9880 0.9858 0.2 -0.2 -0.7
H 5.7576 2.7556 3.5851 -0.3 0.1 0.2
H 7.0910 3.5305 2.8172 0.1 0.4 0.1
H 5.4350 4.0617 2.3967 -0.1 0.2 0.0
H 5.0297 2.0483 1.2361 -0.1 -0.6 -0.3
H 6.8269 3.7806 0.4248 0.1 0.2 0.1
H 7.9769 2.4813 0.6447 0.2 -0.2 -0.2
H 4.3036 3.3488 -0.2462 0.1 -0.5 0.5
H 4.2746 1.8943 -1.3298 -0.4 -0.3 1.0
H 0.9616 3.5802 -2.3723 -0.1 -0.3 -0.3
H 1.2273 5.0365 -0.6198 -0.2 0.2 0.0
H 2.3297 4.0638 0.2742 -0.1 -0.4 0.5
H -0.6451 3.7885 -0.0126 0.1 -0.5 -0.9
H 0.2961 3.9094 1.3205 -0.3 0.2 0.1
H -1.1468 2.0422 2.2770 0.1 -0.3 0.3
H -1.8551 2.1975 0.7103 -0.1 -0.1 -0.3
H -2.6044 -0.8467 0.0150 -0.8 -0.5 0.2
H -0.6597 -1.1640 2.3471 -0.1 -0.5 0.0
H 2.1771 2.8332 2.2404 -0.3 -0.1 0.6
H 1.9698 -1.3527 2.2834 -0.8 -0.5 0.2
H 2.5627 1.7980 4.7869 -0.8 0.0 0.7
H 0.5444 0.2631 -0.5540 -0.2 0.6 0.6
H 1.6988 1.4543 -2.3502 -0.6 1.1 -0.9
H 7.5581 -1.1493 2.8104 0.1 -0.2 0.2
H 6.9897 -2.1824 1.5200 0.1 -0.2 -0.5
H 9.6477 -0.3223 1.9794 -0.2 0.0 0.2
O 1.1363 1.7189 -4.0308 1.1 -1.1 1.2
S 0.2126 2.4012 -4.9964 -0.3 0.2 -0.3
O -0.4005 3.5424 -4.3078 0.2 0.1 0.1
O -0.8170 1.4659 -5.4567 0.1 0.0 0.1
O 0.9780 2.8710 -6.1472 0.1 -0.1 -0.1
C -4.3074 -3.1124 -1.3311 -0.3 -0.1 0.5
C -3.9526 -4.0294 -0.1788 0.5 0.3 -0.5
O -5.0919 -4.3039 0.6662 0.1 0.1 0.4
C -5.9442 -5.2093 0.2467 0.2 0.1 -0.3
O -5.9049 -5.8400 -0.7641 -0.1 -0.3 0.0
C -7.0415 -5.3722 1.3121 -0.1 0.5 0.6
F -7.4901 -4.2158 1.7587 -0.1 0.1 -0.1
F -6.5954 -6.0721 2.3562 0.0 -0.2 -0.1
F -8.1138 -6.0450 0.7970 -0.1 -0.3 -0.2
H -4.7714 -2.1940 -0.9665 0.1 0.0 0.0
H -3.4208 -2.8537 -1.9109 -0.1 -0.1 -0.1
H -5.0183 -3.5841 -2.0028 0.1 0.0 -0.2
H -3.2207 -3.5607 0.4806 -0.2 0.0 0.2
H -3.5161 -4.9612 -0.5378 -0.2 -0.1 0.0
Cs 3.7990 -0.0268 3.2846 14.4 -5.0 -6.7
Li 0.8469 -0.0608 -2.2432 -1.6 -0.5 -1.9
Be -10.3913 -6.1697 0.9984 0.0 0.5 0.2
F -10.3524 -2.1073 1.1180 0.0 -0.2 -0.1
Al -10.5729 -1.9949 2.7923 0.0 0.0 0.0
F -9.1869 -1.3600 3.5061 0.1 0.0 0.1
F -10.8320 -3.5838 3.3600 0.1 -0.2 -0.2
F -11.9067 -1.0352 3.1334 -0.1 0.0 0.0
F 8.6786 0.7329 -5.0610 -0.1 0.0 -0.1
Al 7.6744 0.3773 -3.7764 0.6 0.0 -0.1
F 6.0539 0.8662 -4.0871 -0.9 -0.1 0.7
F 8.1850 1.1951 -2.3916 0.2 -0.3 -0.2
F 7.6676 -1.2735 -3.4492 -0.3 -0.1 0.1
C -13.8613 -5.4622 -1.3923 -0.5 0.2 -0.3
Cl -14.2390 -6.6977 -2.5772 0.1 0.0 0.1
Cl -12.3738 -5.8849 -0.4510 0.2 -0.2 0.1
H -13.6779 -4.5224 -1.8971 0.2 0.0 0.0
H -14.6814 -5.3725 -0.6920 0.1 -0.1 0.2
F -4.2517 -2.5042 -3.8999 0.1 0.0 0.0
Li 3.7732 0.6251 -2.6643 0.9 0.5 -1.1
```
Positions in Å, forces in eV/Å.

Atom charges from the Löwdin analysis, given in e for atoms 1 to 5: -0.01 -0.37 -0.09 -0.03 -0.57

(3)
Formula: C15H24LaN4O5
Source: OMol25
Level of theory: wB97M-V/def2-TZVPD

Output
- Strongest force on any atom: 0.077 Eh/bohr
- Charge: +1
- E_HOMO: -8.88 eV
- Frontier orbital gap: 5.4 eV

Structure (XYZ):
```
49
Properties=species:S:1:pos:R:3:forces:R:3
O 0.2729 3.2206 0.5626 -0.7 1.1 0.9
H 0.2962 3.7272 1.3878 -0.1 0.0 -0.2
La -0.3408 0.8296 -0.0548 1.8 0.7 0.6
N -1.0059 -0.1237 -2.2484 0.3 -1.5 -3.6
N 1.0883 -1.1313 -1.1741 0.7 -1.9 -2.5
O -2.0439 0.5651 -2.8617 0.8 -0.7 0.6
O 2.3209 -1.7070 -0.7242 -0.7 0.6 0.2
C -0.4152 -1.0738 -2.9830 -2.8 2.5 1.2
C 0.7669 -1.6262 -2.3789 1.7 0.7 3.4
C -0.9330 -1.5333 -4.3024 0.0 0.0 -0.2
C 1.6060 -2.6235 -3.0901 0.1 -0.4 -0.2
H -1.7894 -0.9210 -4.5984 0.2 -0.2 0.1
H -1.2498 -2.5853 -4.2299 0.1 0.3 0.0
H -0.1569 -1.4708 -5.0781 -0.2 0.0 0.2
H 2.3143 -3.0846 -2.3972 -0.2 0.1 -0.3
H 2.1677 -2.1372 -3.9029 -0.1 -0.1 0.2
H 0.9759 -3.3968 -3.5509 0.2 0.2 0.1
H -2.0831 1.3927 -2.2460 0.0 -0.5 -0.2
H 2.7560 -1.0083 -0.2020 -0.3 -0.1 -0.4
O -1.1876 -1.5121 0.7845 0.1 -0.7 0.2
H -1.7078 -1.7466 1.5692 0.2 0.1 -0.3
H -0.6786 -2.3042 0.5368 -0.3 0.3 0.1
C 1.7981 2.0486 -1.1765 -0.6 -1.5 -0.2
H 1.6902 3.0961 -1.4672 -0.1 -0.2 0.0
H 1.9564 1.4158 -2.0669 0.5 0.3 0.0
H 2.6355 1.9523 -0.4717 0.2 0.0 -0.2
O -1.7478 2.2872 -1.0241 -1.3 1.2 -0.6
H -0.4702 3.5680 0.0228 0.5 -0.1 0.3
H -2.2795 3.0715 -1.2362 0.3 -0.5 0.1
C -3.6550 2.8050 2.6968 0.3 -0.2 -0.1
C -2.9771 3.2084 3.8500 0.1 -0.3 -0.3
C -1.7163 2.6731 4.1167 0.3 -0.4 -0.3
C -1.1467 1.7532 3.2196 -1.1 0.3 -0.5
N -1.7935 1.4077 2.0696 -0.4 0.5 1.0
C -3.0219 1.9149 1.8241 0.6 0.0 0.5
C 0.1535 1.0784 3.4835 1.0 -0.7 0.0
C 0.6916 1.0154 4.7842 -0.2 -0.1 -0.6
C 1.8490 0.2715 5.0161 -0.1 0.0 -0.5
C 2.4381 -0.4094 3.9431 -0.2 0.2 -0.1
C 1.8663 -0.2885 2.6731 -0.5 0.5 0.4
N 0.7650 0.4559 2.4353 0.0 -0.1 0.9
H -4.6477 3.1692 2.4513 0.2 0.0 0.1
H -3.4231 3.9185 4.5425 0.1 -0.1 -0.2
H -1.1473 2.9437 5.0058 -0.4 0.1 -0.2
H -3.4884 1.5863 0.8887 0.2 0.2 0.4
H 0.1687 1.5282 5.5879 0.3 -0.2 -0.1
H 2.2713 0.2154 6.0181 -0.1 0.0 -0.3
H 3.3243 -1.0280 4.0756 -0.2 0.2 0.0
H 2.2890 -0.8196 1.8131 -0.1 0.3 0.4
```
Positions in Å, forces in eV/Å.

Atom charges from the Löwdin analysis, given in e for atoms 1 to 5: -0.20 0.08 1.95 -0.10 -0.06